[1]
{"formula": "C27H29NO3", "method": "the ωB97M-V functional and the def2-TZVPD basis", "symbols": ["C", "O", "C", "C", "C", "C", "C", "C", "C", "H", "H", "H", "H", "H", "H", "H", "H", "H", "C", "C", "C", "C", "O", "C", "C", "N", "C", "C", "C", "C", "C", "C", "C", "C", "C", "C", "C", "C", "C", "O", "H", "H", "H", "H", "H", "H", "H", "H", "H", "H", "H", "H", "H", "H", "H", "H", "H", "H", "H", "H"], "coordinates": [[-3.915, 0.475, 1.446], [-2.553, 0.160, 1.081], [-1.515, 0.878, 1.407], [-0.396, 0.231, 1.976], [0.714, 0.996, 2.438], [1.817, 0.345, 2.971], [1.832, -1.062, 3.072], [0.711, -1.818, 2.673], [-0.393, -1.191, 2.122], [-4.496, -0.409, 1.174], [-4.003, 0.641, 2.533], [-4.252, 1.365, 0.887], [-1.521, 1.964, 1.268], [0.666, 2.081, 2.349], [2.678, 0.936, 3.296], [2.733, -1.570, 3.430], [0.710, -2.909, 2.770], [-1.269, -1.753, 1.798], [-1.432, 7.448, 1.009], [-2.484, 6.488, 0.488], [-2.415, 5.197, 1.286], [-3.863, 7.129, 0.583], [-2.256, 6.250, -0.948], [-1.215, 5.394, -1.272], [-1.698, 4.014, -1.526], [-1.043, 3.372, -2.431], [-1.064, 2.190, -2.990], [0.119, 1.806, -3.749], [0.216, 0.588, -4.460], [1.418, 0.248, -5.077], [2.515, 1.120, -5.007], [2.402, 2.360, -4.362], [1.200, 2.705, -3.741], [-2.229, 1.312, -2.782], [-2.076, 0.040, -2.196], [-3.208, -0.672, -1.804], [-4.484, -0.195, -2.135], [-4.636, 1.030, -2.801], [-3.510, 1.815, -3.062], [-0.064, 5.765, -1.400], [-1.541, 8.435, 0.543], [-1.565, 7.580, 2.090], [-0.423, 7.064, 0.814], [-3.166, 4.474, 0.944], [-1.418, 4.734, 1.210], [-2.609, 5.423, 2.345], [-4.635, 6.459, 0.187], [-4.102, 7.358, 1.629], [-3.882, 8.067, 0.012], [-2.601, 3.678, -0.988], [-0.659, -0.063, -4.513], [1.493, -0.695, -5.616], [3.461, 0.834, -5.472], [3.230, 3.067, -4.339], [1.077, 3.660, -3.223], [-1.067, -0.333, -1.992], [-3.098, -1.617, -1.271], [-5.368, -0.778, -1.862], [-5.623, 1.391, -3.101], [-3.603, 2.819, -3.499]], "forces_ev_per_a": [[0.0, 0.7, -0.2], [-0.4, -0.8, 0.2], [0.1, 0.5, 0.4], [0.3, -0.3, -0.1], [-0.2, -0.5, -0.3], [-0.1, -0.2, 0.0], [-0.2, 0.2, -0.2], [0.1, 0.1, -0.1], [0.3, 0.4, 0.2], [0.1, 0.3, -0.1], [0.2, 0.0, -0.4], [0.0, -0.4, 0.2], [-0.3, -0.1, 0.1], [0.2, -0.2, 0.0], [-0.3, -0.3, -0.1], [-0.4, 0.2, 0.0], [0.1, 0.5, 0.0], [0.3, 0.1, 0.1], [0.3, 0.3, 0.1], [0.1, 0.3, -0.4], [-0.1, -0.4, 0.2], [-0.1, 0.0, -0.1], [0.0, 0.0, 0.9], [0.4, -0.4, -0.2], [-0.6, 0.4, 0.4], [1.4, -0.2, -0.5], [-0.7, 0.1, 0.1], [-0.1, -0.1, -0.1], [0.2, 0.4, 0.2], [0.0, 0.3, 0.2], [0.0, -0.1, -0.1], [-0.7, -0.2, 0.0], [0.7, -0.2, -0.2], [0.1, -0.3, 0.2], [-0.2, 0.4, 0.1], [-0.2, 0.0, -0.4], [0.1, 0.0, 0.1], [0.3, 0.1, 0.2], [-0.2, -0.3, 0.1], [-1.1, 0.0, 0.2], [0.1, -0.3, 0.0], [0.1, 0.0, -0.1], [-0.3, 0.1, 0.0], [0.1, 0.1, 0.1], [-0.3, 0.1, 0.0], [0.1, -0.1, -0.3], [0.1, 0.1, 0.0], [0.1, -0.1, -0.2], [0.0, -0.3, 0.1], [0.1, 0.1, -0.5], [0.3, 0.1, 0.0], [0.1, 0.2, 0.1], [-0.3, 0.1, 0.1], [-0.1, -0.2, 0.0], [0.1, -0.4, -0.2], [-0.4, 0.1, 0.0], [-0.1, 0.2, -0.2], [0.3, 0.2, -0.1], [0.3, -0.2, 0.2], [0.0, -0.5, 0.2]], "spin_multiplicity": 1, "charge": 0, "e_above_lowest_kj_mol": 625.9, "e_homo_ev": -5.313}

=====

[2]
{"formula": "C27H29Zr", "method": "the ωB97M-V functional and the def2-TZVPD basis", "symbols": ["C", "Zr", "C", "C", "C", "C", "C", "C", "C", "C", "C", "C", "C", "H", "H", "H", "H", "H", "H", "H", "H", "H", "H", "H", "H", "H", "H", "H", "H", "C", "C", "C", "C", "C", "C", "C", "C", "C", "C", "C", "C", "C", "C", "C", "H", "H", "H", "H", "H", "H", "H", "H", "H", "H", "H", "H", "H"], "coordinates": [[-0.625, 0.326, -0.352], [0.528, 2.907, 1.565], [1.519, 3.928, -0.146], [1.184, 1.374, 3.363], [1.834, 0.825, 2.195], [2.800, 1.795, 1.737], [2.673, 2.984, 2.549], [1.692, 2.718, 3.560], [-1.908, 3.001, 2.293], [-1.845, 3.777, 1.090], [-0.934, 4.860, 1.299], [-0.359, 4.719, 2.606], [-1.027, 3.607, 3.253], [-0.996, -0.063, 0.690], [-1.190, 1.232, -0.816], [0.526, 0.218, -0.606], [1.966, 4.835, 0.284], [2.324, 3.360, -0.619], [0.830, 4.249, -0.934], [0.457, 0.851, 4.001], [1.717, -0.187, 1.827], [3.500, 1.651, 0.924], [3.321, 3.865, 2.509], [1.497, 3.355, 4.452], [-2.586, 2.163, 2.492], [-2.480, 3.623, 0.207], [-0.735, 5.681, 0.598], [0.305, 5.460, 3.115], [-0.939, 3.321, 4.316], [-0.959, -1.190, -1.624], [-0.740, -0.682, -2.906], [-1.421, 0.474, -3.452], [-1.084, 1.051, -4.654], [-0.120, 0.453, -5.516], [0.463, -0.779, -5.074], [0.137, -1.310, -3.871], [-0.664, -2.470, -1.278], [-1.154, -3.232, -0.219], [-0.708, -4.538, 0.152], [-1.227, -5.152, 1.334], [-0.769, -6.417, 1.766], [0.198, -7.109, 1.031], [0.708, -6.528, -0.157], [0.257, -5.282, -0.569], [-1.769, -0.676, -1.013], [-2.175, 0.941, -2.811], [-1.566, 1.990, -4.976], [0.138, 0.907, -6.452], [1.179, -1.254, -5.765], [0.644, -2.264, -3.580], [-0.052, -3.067, -1.988], [-1.873, -2.770, 0.431], [-1.986, -4.633, 1.910], [-1.188, -6.863, 2.692], [0.554, -8.089, 1.368], [1.453, -7.082, -0.735], [0.674, -4.863, -1.494]], "forces_ev_per_a": [[2.5, 1.5, 1.6], [-1.1, -1.5, -2.1], [0.3, 0.4, -0.8], [1.1, 0.7, -0.2], [0.2, 0.8, 0.8], [-1.0, 0.5, 1.1], [0.8, -1.3, 1.0], [1.4, -1.1, 1.4], [0.1, 0.6, 0.3], [0.0, 0.4, 0.5], [-0.7, -0.3, 0.0], [-0.2, 1.3, 1.1], [-0.8, 0.2, -0.2], [1.0, 0.9, -2.3], [1.2, -1.9, 1.0], [-2.7, 0.8, 1.1], [0.1, 0.1, 0.0], [0.0, 0.0, 0.0], [0.0, 0.0, 0.0], [0.3, 0.5, -0.5], [-0.1, 0.2, 0.0], [-0.3, 0.2, -0.1], [-0.5, -0.3, -0.1], [0.0, -0.5, -1.1], [0.5, 0.4, -0.2], [0.6, 0.0, 0.4], [0.1, -0.7, 0.3], [-0.8, -0.7, -0.5], [0.1, 0.1, -0.9], [-2.9, 2.1, 1.3], [0.2, 1.1, -4.1], [0.5, -0.8, 1.7], [0.8, -0.1, -1.5], [-0.6, -0.8, 1.9], [-0.3, 2.0, -2.1], [0.2, -1.1, 2.3], [0.3, -3.9, 1.1], [0.7, 1.4, -1.1], [0.0, -1.1, 0.8], [0.7, -0.8, -0.4], [-0.3, 0.5, -0.2], [0.1, 0.2, -0.3], [-0.5, -0.3, 0.8], [0.3, 0.0, -0.4], [-0.2, -1.6, -1.6], [0.2, 0.0, -0.3], [0.2, -0.6, 0.3], [0.1, 0.1, -0.3], [-0.4, 0.0, 0.6], [-0.5, 1.0, -0.3], [-0.2, 0.7, 0.6], [-0.3, 0.2, 0.4], [0.1, 0.0, 0.0], [0.3, 0.4, -0.7], [-0.1, 0.4, -0.2], [-0.2, 0.3, 0.1], [-0.2, -0.2, 0.5]], "spin_multiplicity": 1, "charge": -1, "e_homo_ev": -1.436}

=====

[3]
{"formula": "C27H30As2N3O17P2Rh", "method": "the ωB97M-V functional and the def2-TZVPD basis", "symbols": ["Rh", "O", "C", "C", "C", "C", "C", "C", "C", "O", "N", "N", "C", "C", "C", "C", "C", "C", "N", "H", "H", "H", "H", "H", "H", "H", "H", "H", "H", "O", "P", "O", "O", "O", "P", "O", "O", "O", "H", "H", "C", "O", "C", "O", "C", "C", "As", "C", "C", "C", "As", "C", "C", "O", "O", "C", "C", "O", "O", "C", "C", "O", "O", "C", "H", "H", "H", "H", "H", "H", "H", "H", "H", "H", "H", "H", "H", "H", "H", "H", "H", "H"], "coordinates": [[1.825, -0.281, 0.541], [-0.609, -4.806, 2.297], [-0.613, -4.931, 0.958], [-1.278, -6.033, 0.420], [-1.327, -6.219, -0.946], [-0.716, -5.313, -1.814], [-0.057, -4.223, -1.292], [0.005, -4.013, 0.091], [0.685, -2.814, 0.580], [1.240, -2.033, -0.269], [0.671, -2.558, 1.888], [1.249, -1.362, 2.121], [1.506, -0.915, 3.294], [2.175, 0.378, 3.350], [2.572, 0.991, 4.523], [3.252, 2.199, 4.445], [3.513, 2.753, 3.206], [3.082, 2.090, 2.067], [2.423, 0.942, 2.148], [-0.116, -3.991, 2.526], [-1.743, -6.730, 1.103], [-1.847, -7.081, -1.344], [-0.754, -5.467, -2.884], [0.431, -3.505, -1.938], [1.273, -1.495, 4.179], [2.366, 0.520, 5.474], [3.581, 2.695, 5.348], [4.046, 3.687, 3.105], [3.256, 2.479, 1.074], [4.483, -1.667, -1.278], [4.940, -0.910, 0.056], [6.329, -1.106, 0.464], [3.818, -1.148, 1.056], [4.744, 0.687, -0.400], [3.715, 1.181, -1.501], [3.828, 2.778, -1.390], [4.015, 0.673, -2.847], [2.292, 0.935, -0.922], [4.664, -1.178, -2.099], [4.466, 3.111, -2.034], [-2.685, -2.244, 2.977], [-2.149, -1.247, 2.094], [-2.723, -1.198, 0.879], [-3.686, -1.863, 0.562], [-2.082, -0.230, 0.001], [-2.470, -0.188, -1.377], [-3.528, 1.336, -1.957], [-4.529, 1.682, -0.311], [-2.026, 2.596, -1.600], [-1.057, 2.465, -0.697], [-0.680, 0.987, 0.524], [-1.293, 1.701, 2.238], [0.045, 3.458, -0.522], [0.764, 3.440, 0.453], [0.161, 4.329, -1.512], [1.242, 5.269, -1.398], [-2.196, 3.787, -2.502], [-2.907, 4.699, -2.175], [-1.647, 3.735, -3.717], [-0.793, 2.632, -4.061], [-1.582, -0.791, -2.398], [-0.391, -0.622, -2.342], [-2.143, -1.363, -3.470], [-3.508, -1.799, -3.399], [-2.122, -2.151, 3.901], [-2.544, -3.236, 2.553], [-3.745, -2.067, 3.146], [-5.248, 0.875, -0.175], [-5.055, 2.626, -0.443], [-3.876, 1.747, 0.556], [-2.336, 2.010, 2.207], [-0.659, 2.557, 2.462], [-1.162, 0.927, 2.990], [1.165, 5.905, -2.274], [2.191, 4.737, -1.384], [1.134, 5.853, -0.487], [-0.497, 2.805, -5.091], [-1.325, 1.681, -4.001], [0.088, 2.601, -3.423], [-3.561, -2.725, -3.964], [-4.159, -1.053, -3.853], [-3.812, -1.986, -2.368]], "forces_ev_per_a": [[-0.2, 0.2, 0.4], [-0.1, -0.1, 0.0], [0.0, 0.0, 0.0], [0.0, 0.0, 0.0], [0.0, 0.0, 0.0], [0.0, 0.0, 0.0], [0.0, 0.0, 0.0], [0.0, 0.0, 0.0], [0.0, 0.2, 0.0], [0.0, -0.3, -0.1], [0.0, 0.0, 0.0], [0.1, 0.2, -0.2], [0.0, 0.0, 0.0], [0.0, 0.0, 0.0], [0.0, 0.0, 0.0], [0.0, 0.0, 0.0], [0.0, 0.0, 0.0], [0.0, 0.0, 0.0], [0.1, 0.0, 0.0], [0.1, 0.1, 0.0], [0.0, 0.0, 0.0], [0.0, 0.0, 0.0], [0.0, 0.0, 0.0], [0.0, 0.0, 0.0], [0.0, 0.0, 0.0], [0.0, 0.0, 0.0], [0.0, 0.0, 0.0], [0.0, 0.0, 0.0], [0.0, 0.0, 0.0], [0.0, 0.0, 0.0], [0.0, -0.1, 0.0], [0.0, 0.0, 0.0], [0.0, 0.0, -0.1], [0.0, 0.1, -0.1], [0.0, -0.1, 0.0], [0.0, 0.1, 0.0], [0.0, 0.0, 0.0], [0.0, 0.0, -0.1], [0.0, 0.0, 0.0], [0.0, 0.0, 0.0], [0.0, 0.0, 0.0], [0.0, 0.0, 0.0], [-0.2, 0.1, 0.2], [0.1, -0.1, 0.0], [0.0, 0.0, 0.0], [0.0, -0.2, 0.1], [0.0, 0.0, 0.0], [0.0, 0.0, 0.0], [0.0, 0.0, 0.0], [0.1, -0.1, -0.1], [0.1, -0.2, 0.1], [0.0, 0.0, 0.0], [0.1, 0.1, 0.1], [-0.1, 0.0, 0.0], [0.0, -0.1, 0.0], [0.1, 0.1, 0.0], [0.1, 0.1, 0.0], [0.0, 0.0, 0.0], [-0.1, 0.0, 0.0], [0.0, 0.0, 0.0], [0.0, 0.5, -0.3], [0.1, -0.2, 0.1], [0.0, -0.2, 0.1], [0.0, 0.0, 0.0], [0.0, 0.0, 0.0], [0.0, 0.0, 0.0], [0.0, 0.0, 0.0], [0.0, 0.0, 0.0], [0.0, 0.0, 0.0], [0.0, 0.0, 0.0], [0.0, 0.0, 0.0], [0.0, 0.0, 0.0], [0.0, 0.0, 0.0], [0.0, 0.0, 0.0], [0.0, 0.0, 0.0], [0.0, 0.0, 0.0], [0.0, 0.0, 0.0], [0.0, 0.0, 0.0], [0.0, 0.0, 0.0], [0.0, 0.0, 0.0], [0.0, 0.0, 0.0], [0.0, 0.0, 0.0]], "spin_multiplicity": 5, "charge": 0, "e_above_lowest_kj_mol": 46.4, "e_homo_ev": [-7.925, -8.799]}

=====

[4]
{"formula": "C27H30ClN5O6Ti", "method": "the ωB97M-V functional and the def2-TZVPD basis", "symbols": ["Ti", "N", "C", "C", "O", "N", "C", "C", "O", "O", "H", "H", "H", "H", "H", "H", "O", "C", "O", "C", "C", "C", "C", "C", "C", "N", "C", "C", "C", "C", "C", "C", "N", "H", "H", "H", "H", "H", "H", "H", "H", "H", "H", "C", "N", "C", "C", "O", "H", "H", "H", "H", "H", "H", "H", "Cl", "C", "C", "C", "C", "C", "C", "C", "H", "H", "H", "H", "H", "H", "H"], "coordinates": [[-1.906, -1.495, -1.706], [-1.132, -0.766, -3.713], [-1.315, -1.741, -4.772], [-1.640, -3.153, -4.183], [-1.928, -4.001, -4.966], [-1.767, -3.157, -2.773], [-2.564, -4.131, -2.085], [-3.436, -3.620, -0.990], [-4.567, -4.009, -0.838], [-2.810, -2.570, -0.466], [-0.137, -0.789, -3.534], [-1.058, 0.120, -4.210], [-0.347, -1.730, -5.271], [-2.167, -1.381, -5.457], [-1.865, -4.751, -1.562], [-3.095, -4.763, -2.825], [-0.827, -0.404, 8.056], [-2.093, -0.485, 7.613], [-2.883, -1.214, 8.213], [-2.487, 0.288, 6.384], [-1.675, 1.386, 5.926], [-1.670, 1.739, 4.578], [-2.298, 0.777, 3.711], [-3.148, -0.269, 4.232], [-3.436, -0.248, 5.569], [-1.985, 0.886, 2.392], [-2.418, 0.239, 1.398], [-2.614, 0.806, 0.075], [-2.795, 2.163, -0.171], [-3.406, 2.513, -1.411], [-3.816, 1.549, -2.340], [-3.648, 0.198, -1.932], [-2.886, -0.018, -0.919], [-0.158, 0.071, 7.466], [-1.160, 2.070, 6.651], [-0.960, 2.488, 4.286], [-3.542, -0.846, 3.390], [-4.310, -0.704, 6.013], [-2.586, -0.840, 1.388], [-2.322, 2.870, 0.486], [-3.683, 3.564, -1.548], [-4.454, 1.866, -3.183], [-4.337, -0.566, -2.240], [3.693, -1.397, -6.222], [3.172, -0.149, -5.771], [3.154, 1.093, -6.462], [2.537, -0.278, -4.530], [1.879, -1.193, -4.134], [4.540, -1.576, -5.579], [3.965, -1.429, -7.323], [3.047, -2.232, -6.139], [3.057, 1.829, -5.672], [2.352, 1.195, -7.256], [4.094, 1.228, -7.016], [2.698, 0.665, -4.013], [6.979, 3.149, 4.611], [5.581, 2.224, 4.065], [4.548, 2.116, 4.916], [3.348, 1.410, 4.546], [3.354, 0.699, 3.357], [4.246, 0.982, 2.351], [5.432, 1.807, 2.665], [5.983, 2.559, 1.680], [4.700, 2.533, 5.947], [2.452, 1.459, 5.148], [2.492, -0.020, 3.098], [3.995, 0.753, 1.301], [5.639, 2.590, 0.633], [6.708, 3.304, 2.033], [-0.314, -1.262, -0.966]], "forces_ev_per_a": [[2.3, 0.3, 0.1], [0.8, 1.3, -0.1], [-0.5, -0.3, -0.2], [-0.9, 2.4, 2.7], [-0.3, -2.3, -1.3], [0.0, 1.2, -2.9], [0.5, -2.8, -1.8], [0.4, 1.9, -1.6], [-0.2, -0.1, 1.1], [-1.8, -1.8, 1.5], [0.6, -0.7, 1.0], [-1.1, 0.5, 0.5], [-0.3, -0.7, -0.9], [1.3, -1.0, 0.9], [0.5, -1.1, 0.4], [0.0, 0.2, 0.6], [1.7, 0.7, -0.6], [-2.5, 0.2, 0.2], [1.2, 0.7, -0.6], [2.7, 2.0, 2.3], [-0.4, 0.1, 0.0], [-0.3, -2.1, 1.5], [1.5, -0.4, -0.4], [0.1, 2.3, -1.9], [-0.7, -1.7, -1.1], [-0.1, 3.1, 1.9], [-0.1, -1.8, -3.2], [0.7, 0.7, 2.9], [-0.4, 1.2, -2.5], [1.1, 0.5, 2.0], [-1.3, -0.6, -0.1], [-1.4, 3.5, -2.1], [-0.3, -1.9, 1.5], [-1.8, -0.8, 0.7], [-0.2, -1.1, -0.6], [-0.3, 0.3, -0.7], [-0.8, -0.1, 0.9], [0.3, -0.9, 0.0], [-0.2, -0.3, 0.2], [-0.5, 0.4, 0.4], [0.4, -0.3, -0.3], [0.3, -0.5, 0.5], [0.2, -0.8, -0.8], [1.3, -0.1, -2.4], [-1.4, -1.5, 1.4], [0.3, 0.0, -1.0], [0.2, 2.2, -1.7], [0.2, -1.0, 0.3], [0.7, -0.6, -0.3], [0.0, 0.5, 1.3], [-1.1, -0.6, 0.5], [-0.1, 0.6, -0.3], [0.4, -0.1, 1.1], [0.0, 0.2, 0.3], [-0.5, 0.4, 0.8], [0.1, 0.0, -0.2], [0.3, -1.0, -0.9], [-1.5, -0.5, 1.4], [1.0, 0.3, 1.4], [-1.9, -0.7, -1.6], [1.2, -0.3, 0.8], [-2.3, 1.3, -0.6], [1.7, 0.8, -0.6], [-0.5, -0.3, -1.1], [0.2, -0.3, 0.4], [1.1, 1.4, 0.5], [0.5, -0.2, 0.7], [0.3, -0.3, 0.7], [-0.2, -0.2, -0.7], [-0.3, 0.2, -0.3]], "spin_multiplicity": 3, "charge": -2, "e_above_lowest_kj_mol": 0.0, "e_homo_ev": [0.017, 0.017]}